A molecular structure, C25H32GeN2PtSi, computed with ωB97M-V with the def2-TZVPD basis set.

Cartesian coordinates (Å):
Pt 1.20 -0.37 1.81
C 3.19 -1.29 3.03
C 2.01 -1.29 3.81
C 1.61 0.06 4.01
C 2.59 0.89 3.40
C 3.55 0.05 2.77
H 3.78 -2.15 2.75
H 1.55 -2.15 4.27
H 0.85 0.39 4.70
H 2.62 1.97 3.43
H 4.44 0.37 2.27
C -1.10 -5.33 -0.06
N -0.17 -4.27 0.22
C 1.14 -4.20 -0.20
C 1.65 -3.04 0.31
N 0.67 -2.42 1.05
C -0.40 -3.17 0.97
H -0.86 -5.79 -1.02
H -2.11 -4.94 -0.09
H -1.06 -6.11 0.71
H 1.58 -4.96 -0.81
H 2.63 -2.62 0.19
H -1.35 -2.96 1.43
C 0.15 0.42 -4.43
Ge -0.51 -0.96 -3.18
C 0.81 -2.44 -3.14
C -2.16 -1.64 -4.06
C -0.80 -0.45 -1.35
H 0.49 -0.07 -5.35
H 0.99 0.99 -4.03
H -0.65 1.11 -4.69
H 1.03 -2.78 -4.15
H 0.42 -3.29 -2.58
H 1.73 -2.11 -2.67
H -1.90 -2.00 -5.06
H -2.89 -0.85 -4.15
H -2.62 -2.46 -3.51
H -0.87 -1.29 -0.66
C -3.30 2.72 -0.52
C -2.38 2.83 -1.56
C -1.33 1.95 -1.69
C -1.14 0.84 -0.76
C -2.11 0.81 0.33
C -3.14 1.70 0.43
Si 0.66 1.21 0.21
C 0.41 2.86 1.10
C -0.28 2.90 2.31
C -0.40 4.08 3.03
C 0.18 5.25 2.56
C 0.88 5.23 1.36
C 0.98 4.05 0.63
H -4.12 3.42 -0.44
H -2.50 3.62 -2.29
H -0.60 2.06 -2.48
H -1.98 0.04 1.09
H -3.85 1.62 1.25
H 1.49 1.56 -0.98
H -0.72 1.99 2.70
H -0.95 4.10 3.97
H 0.11 6.17 3.12
H 1.34 6.13 0.99
H 1.53 4.04 -0.30

Properties
Relative energy (zero: lowest compared OMol25 entry of this formula, charge and spin) = 106.2 kcal/mol
Net charge = 0
HOMO level (alpha / beta) = -5.469 / -5.474 eV
Gap between HOMO and LUMO (alpha / beta) = 5.36 / 5.36 eV
LUMO (alpha / beta) = -0.1 / -0.1 eV

Results of the Löwdin charge analysis, in e, for atoms 1 through 8: Pt 0.860; C -0.198; C -0.243; C -0.268; C -0.160; C -0.166; H 0.099; H 0.098